Entry from the OMol25 dataset: a 2-piece molecular cluster, C4H10Si overall at a distorted geometry (ωB97M-V/def2-TZVPD).

Values from the calculation:
M	86.21	g/mol
Kohn-Sham gap	9.7	eV
relative energy (zero: lowest compared OMol25 entry of this formula, charge and spin)	68.9	kcal/mol
highest occupied orbital energy	-9.066	eV

Last column: Mulliken charge in e.
Cartesian coordinates (Å):
C1 -1.011 0.071 0.220  -0.241
C2 0.236 0.406 0.108  0.483
C3 -1.869 -1.046 -0.206  -1.027
C4 0.911 1.689 0.546  -1.134
Si1 1.500 -0.925 -0.639  0.285
H1 -2.301 1.099 0.965  0.091
H2 -2.112 -1.689 0.701  0.264
H3 -2.840 -0.728 -0.624  0.337
H4 -1.270 -1.687 -0.876  0.269
H5 0.149 2.539 0.221  0.265
H6 1.085 1.828 1.637  0.260
H7 1.855 1.811 -0.006  0.380
H8 1.157 -2.227 0.081  -0.068
H9 2.786 -0.537 -0.014  -0.113
H10 1.725 -0.604 -2.115  -0.053